Density functional theory data (ωB97M-V with the def2-TZVPD basis set) for a 8-piece molecular cluster, C28H77ClN7O11 overall.

The geometry in XYZ format:
```
124
Properties=species:S:1:pos:R:3:lowdin_spin:R:1
Cl -0.0671 -0.9780 -1.1067 0.000
O 1.1867 -0.2557 -1.0328 0.000
O -0.7198 -0.8960 0.1616 0.002
O -0.9444 -0.3736 -1.9993 0.000
O 0.0974 -2.3755 -1.4893 0.000
C 1.3004 5.2520 -3.1169 0.000
C 0.8566 3.9214 -2.4618 0.000
C 0.3258 2.7601 -3.3735 0.000
O -0.9777 3.1119 -3.8664 0.000
C -1.4089 2.1388 -4.7689 0.000
N 1.8188 3.5286 -1.4373 0.000
H 0.5123 5.5060 -3.8258 0.000
H 2.2230 5.1211 -3.6824 0.000
H 1.4532 6.0798 -2.4244 0.000
H 0.0257 4.2146 -1.8201 0.000
H 0.4477 1.8489 -2.7879 0.000
H 0.9288 2.5841 -4.2643 0.000
H -1.4290 1.1687 -4.2723 0.000
H -0.7198 2.1751 -5.6127 0.000
H -2.4025 2.2972 -5.1880 0.000
H 2.4715 2.8464 -1.7961 0.000
H 2.4458 4.2858 -1.2057 0.000
C 4.7118 -4.1400 1.1410 0.000
C 3.7329 -3.1074 0.3736 0.000
C 4.0682 -3.0644 -1.1240 0.000
O 3.9729 -4.3334 -1.8505 0.000
C 4.5237 -4.2204 -3.1418 0.000
N 2.3444 -3.4787 0.5464 0.000
H 4.3284 -5.1600 1.1178 0.000
H 4.7650 -3.8297 2.1846 0.000
H 5.6927 -4.2261 0.6735 0.000
H 3.9008 -2.1453 0.8577 0.000
H 5.0307 -2.5923 -1.3209 0.000
H 3.4694 -2.2940 -1.6097 0.000
H 4.1362 -4.9175 -3.8848 0.000
H 5.6031 -4.3394 -3.0487 0.000
H 4.2200 -3.2692 -3.5789 0.000
H 1.7447 -2.8783 -0.0013 0.000
H 2.2099 -4.3611 0.0740 0.000
C -5.3205 1.9245 5.5001 0.000
C -3.9138 2.3037 4.9964 0.000
C -3.2368 1.2163 4.0692 0.000
O -1.8705 1.7131 3.8838 0.000
C -1.1477 0.9933 2.8957 0.000
N -4.0798 3.6194 4.3248 0.000
H -5.5343 2.5027 6.3990 0.000
H -5.3124 0.8892 5.8408 0.000
H -6.1424 1.9353 4.7843 0.000
H -3.3117 2.4288 5.8963 0.000
H -3.8158 1.2630 3.1469 0.000
H -3.1787 0.1987 4.4556 0.000
H -0.1392 1.4015 2.9612 0.000
H -1.6332 1.2194 1.9463 0.000
H -1.1570 -0.0951 2.9538 0.000
H -4.2746 3.3775 3.3638 0.000
H -4.9406 4.0443 4.6389 0.000
C -3.1103 4.2110 -0.1551 0.000
C -3.2508 2.9637 -1.0053 0.000
C -4.0687 3.3151 -2.2723 0.000
O -4.0341 2.2450 -3.1987 0.000
C -4.9756 2.3341 -4.3460 0.000
N -1.8981 2.3859 -1.2126 0.000
H -4.0342 4.7497 0.0555 0.000
H -2.5817 4.9913 -0.7026 0.000
H -2.6072 3.9620 0.7792 0.000
H -3.8893 2.2277 -0.5167 0.000
H -3.5931 4.1786 -2.7374 0.000
H -5.0808 3.6602 -2.0613 0.000
H -4.6488 1.5608 -5.0412 0.000
H -4.9843 3.2544 -4.9299 0.000
H -6.0286 2.1504 -4.1326 0.000
H -1.7164 2.8706 -2.0798 0.000
H -1.9646 1.4301 -1.5322 0.000
C 5.8843 1.2088 -2.7207 0.000
C 4.6349 0.5861 -2.0742 0.000
C 4.7014 0.5865 -0.5690 0.000
O 5.9859 -0.0545 -0.3054 0.000
C 6.1547 -0.1635 1.1021 0.000
N 3.4656 1.2613 -2.5438 0.000
H 6.4706 1.6754 -1.9291 0.000
H 5.6230 1.9739 -3.4518 0.000
H 6.6031 0.5288 -3.1780 0.000
H 4.5658 -0.4485 -2.4104 0.000
H 3.8645 -0.0508 -0.2835 0.000
H 4.6658 1.6080 -0.1904 0.000
H 7.1809 -0.4714 1.3028 0.000
H 5.3180 -0.7541 1.4753 0.000
H 6.0164 0.8037 1.5854 0.000
H 3.5241 1.0866 -3.5368 0.000
H 2.6662 0.7224 -2.2427 0.000
C -2.6315 -4.9363 -0.5678 0.099
C -3.8455 -4.0598 -0.3742 0.089
C -4.8660 -4.5292 0.6924 0.005
O -6.1246 -3.8329 0.3986 0.014
C -7.3011 -4.5809 0.9629 0.001
N -3.3359 -2.7375 -0.0402 0.719
H -2.8871 -5.7839 -1.2036 0.014
H -2.3960 -5.1850 0.4670 0.002
H -1.7796 -4.4889 -1.0799 0.002
H -4.2681 -4.1046 -1.3780 0.009
H -4.5669 -4.3743 1.7290 0.000
H -4.9700 -5.6100 0.5972 0.000
H -7.3746 -5.6468 0.7471 0.000
H -8.1952 -4.0102 0.7119 0.000
H -7.1808 -4.5760 2.0463 0.000
H -2.8668 -2.8502 0.8471 0.022
H -2.6794 -2.2714 -0.6500 0.022
C 2.6259 -2.1580 4.2106 0.000
C 1.4645 -1.5369 3.4121 0.000
C 2.0662 -0.4017 2.5972 0.000
O 2.2845 0.6730 3.5440 0.000
C 2.6352 1.9137 2.9159 0.000
N 0.8738 -2.7165 2.7516 0.000
H 3.2446 -2.8895 3.6908 0.000
H 2.1962 -2.6054 5.1069 0.000
H 3.3154 -1.3622 4.4924 0.000
H 0.6573 -1.2542 4.0879 0.000
H 1.3360 -0.1753 1.8202 0.000
H 2.9967 -0.4740 2.0342 0.000
H 3.5456 1.8113 2.3252 0.000
H 2.7661 2.7389 3.6158 0.000
H 1.8520 2.1956 2.2122 0.000
H 1.5010 -3.0743 2.0454 0.000
H 0.1797 -2.2357 2.1975 0.000
```

As for the energy above the lowest of the compared OMol25 structures with the same formula, charge and spin: 0.00 kJ/mol. For the largest force on an atom, the calculation gives 3.7 eV/Å. Its multiplicity is 2. For the total energy, the calculation gives -75742.832 eV. The expectation value of S² is 0.754. The lowest unoccupied orbital energy (alpha / beta) comes out at -0.33 / -5.44 eV. For the gap between HOMO and LUMO (alpha / beta), the calculation gives 7.5 / 2.4 eV. The value obtained for the HOMO energy (alpha / beta) is -7.86 / -7.86 eV.